# 1
{"formula": "C12H17MoN4OSSbSe4", "method": "the ωB97M-V functional and the def2-TZVPD basis", "symbols": ["Mo", "O", "N", "C", "C", "C", "C", "C", "S", "H", "H", "H", "H", "C", "C", "N", "C", "N", "C", "C", "C", "N", "C", "H", "H", "H", "H", "H", "H", "H", "H", "H", "H", "H", "H", "H", "Se", "Sb", "Se", "Se", "Se"], "xyz": [[0.939, 1.156, 0.011], [1.400, 0.621, 1.934], [2.647, 0.786, 2.314], [2.923, 1.093, 3.613], [4.182, 1.486, 3.987], [5.203, 1.538, 3.042], [4.926, 1.141, 1.734], [3.639, 0.795, 1.366], [3.198, 0.234, -0.212], [2.079, 1.040, 4.282], [4.361, 1.753, 5.016], [6.188, 1.887, 3.305], [5.697, 1.128, 0.981], [-3.982, -0.879, -1.380], [-3.282, 0.461, -1.480], [-1.934, 0.349, -0.964], [-1.227, -0.776, -0.812], [-0.018, -0.691, -0.277], [0.722, -1.906, 0.010], [-0.177, -3.133, 0.118], [-1.068, -3.180, -1.115], [-1.818, -1.950, -1.169], [-3.035, -1.924, -1.955], [-4.913, -0.849, -1.942], [-4.209, -1.119, -0.340], [-3.804, 1.234, -0.908], [-3.237, 0.794, -2.524], [-1.470, 1.200, -0.632], [1.241, -1.743, 0.961], [1.483, -2.064, -0.770], [-0.805, -3.049, 1.008], [0.427, -4.036, 0.202], [-1.777, -4.013, -1.054], [-0.467, -3.316, -2.026], [-3.476, -2.923, -1.927], [-2.813, -1.681, -3.001], [-1.399, 6.567, -2.520], [-1.720, 4.231, -1.960], [0.698, 3.191, -0.913], [-3.269, 3.771, -0.117], [-2.054, 2.774, -3.891]], "atomic_forces_ev_per_a": [[1.35, -1.89, 0.51], [-1.04, -0.06, 0.68], [1.82, 1.09, 0.58], [-0.25, -0.11, -0.69], [0.00, -0.12, 0.14], [-0.38, -0.35, -0.99], [0.66, 0.48, 1.29], [-0.77, -1.07, -0.42], [-0.30, 0.90, -0.02], [-0.10, 0.05, -0.05], [-0.04, 0.03, 0.07], [0.14, -0.02, 0.08], [-0.02, 0.04, -0.10], [0.32, -0.01, -0.09], [-0.55, -0.03, -0.26], [0.48, 0.03, 0.36], [-0.47, 0.29, 0.15], [-0.48, -0.12, -0.39], [0.16, -0.41, 0.10], [0.03, 0.22, -0.22], [0.22, -0.18, 0.23], [0.05, 0.00, 0.02], [-0.41, 0.06, -0.06], [-0.04, 0.00, -0.05], [-0.03, -0.10, 0.05], [0.19, -0.05, -0.14], [-0.04, 0.04, 0.23], [-0.51, -0.09, -0.34], [0.07, -0.13, -0.22], [-0.08, -0.04, 0.22], [-0.02, -0.05, -0.01], [0.02, -0.01, -0.01], [0.05, 0.14, -0.04], [0.01, -0.05, 0.06], [0.08, 0.03, 0.04], [-0.04, -0.04, -0.01], [0.23, -0.53, 0.28], [-1.15, 0.31, -0.48], [-0.06, 1.49, -0.66], [0.52, 0.07, -0.10], [0.36, 0.22, 0.27]], "s_squared": 1.028, "total_charge": -1, "energy_ha": -11074.16086, "spin_multiplicity": 2}

---

# 2
{"formula": "C15H15NO", "method": "the ωB97M-V functional and the def2-TZVPD basis", "symbols": ["N", "C", "C", "C", "O", "C", "C", "C", "C", "C", "C", "C", "C", "C", "C", "C", "C", "H", "H", "H", "H", "H", "H", "H", "H", "H", "H", "H", "H", "H", "H", "H"], "xyz": [[-2.120, -0.911, -0.792], [-2.073, 0.576, -0.606], [-0.715, 1.068, -0.988], [0.232, 0.858, 0.196], [0.643, -0.503, 0.209], [1.634, -0.952, -0.575], [2.713, -0.240, -1.095], [3.583, -0.901, -1.970], [3.535, -2.247, -2.199], [2.436, -2.954, -1.766], [1.507, -2.307, -0.990], [-0.752, 1.180, 1.221], [-0.501, 1.641, 2.488], [-1.506, 1.805, 3.407], [-2.829, 1.578, 3.020], [-3.132, 0.961, 1.730], [-2.074, 0.873, 0.842], [-1.599, -1.436, -0.079], [-2.029, -1.191, -1.759], [-2.857, 1.136, -1.161], [-0.857, 2.184, -1.158], [-0.455, 0.576, -1.939], [1.167, 1.561, 0.417], [2.863, 0.844, -0.870], [4.291, -0.200, -2.349], [4.345, -2.695, -2.788], [2.399, -4.015, -1.986], [0.836, -2.975, -0.470], [0.599, 1.706, 2.699], [-1.373, 2.402, 4.418], [-3.737, 1.862, 3.525], [-4.173, 0.715, 1.367]], "atomic_forces_ev_per_a": [[-1.42, 0.79, 0.48], [-0.08, -2.22, -0.14], [0.91, 2.38, -2.45], [1.83, 1.62, -0.79], [-0.34, -0.11, 1.51], [0.34, -1.04, -1.55], [-0.85, 0.67, 0.17], [-0.17, 1.45, 1.33], [0.96, 0.09, -1.52], [0.64, -0.03, 0.24], [0.00, -0.23, 1.24], [-1.87, -0.89, 2.26], [2.65, -0.91, -0.07], [-1.66, 2.49, 2.33], [-0.69, -1.58, -2.49], [0.35, 1.20, 0.71], [-0.01, 0.41, 0.82], [-0.17, 0.51, -1.02], [0.38, -0.23, 0.34], [0.25, -0.81, 0.24], [0.65, -1.09, -0.01], [0.49, 0.42, 0.31], [-1.80, -1.29, -1.24], [-0.19, -1.10, -0.31], [0.99, -0.31, -0.57], [-0.54, 0.02, 0.16], [-0.34, 0.05, 0.19], [-0.77, 0.40, -0.10], [-1.20, 0.45, 0.38], [0.07, -1.60, -2.13], [0.33, 0.05, 0.92], [1.25, 0.43, 0.75]], "e_above_lowest_kcal_mol": 32.3, "smiles": "N[C@@H]1C[C@H](Oc2ccccc2)c2ccccc21", "energy_ha": -710.51509}

---

# 3
{"formula": "C38H45BrN3O3P2Tl", "method": "the ωB97M-V functional and the def2-TZVPD basis", "symbols": ["Tl", "C", "C", "C", "C", "C", "O", "C", "N", "C", "C", "C", "C", "C", "C", "P", "C", "C", "C", "C", "C", "C", "C", "C", "C", "C", "C", "C", "H", "H", "H", "H", "H", "H", "H", "H", "H", "H", "H", "H", "H", "H", "H", "H", "H", "H", "H", "H", "H", "H", "H", "H", "C", "C", "P", "C", "C", "C", "C", "H", "H", "H", "H", "H", "H", "H", "H", "H", "H", "H", "H", "H", "H", "H", "Br", "C", "C", "N", "C", "C", "C", "C", "O", "O", "H", "H", "H", "C", "C", "N", "H", "H", "H"], "xyz": [[-0.484, 0.568, -0.056], [-4.295, 0.723, 0.031], [-3.764, 1.707, 1.072], [-2.973, 2.836, 0.406], [-2.961, 1.003, 2.183], [-3.864, 0.168, 3.094], [-3.211, -1.125, 3.152], [-2.151, -1.099, 2.345], [-1.937, 0.013, 1.738], [-1.357, -2.355, 2.390], [-1.970, -3.435, 3.028], [-1.286, -4.610, 3.289], [0.041, -4.732, 2.914], [0.651, -3.693, 2.232], [-0.029, -2.508, 1.959], [0.961, -1.310, 1.030], [2.171, -0.594, 2.153], [2.024, -0.719, 3.534], [2.990, -0.188, 4.380], [4.090, 0.474, 3.853], [4.220, 0.630, 2.476], [3.258, 0.108, 1.626], [1.843, -2.267, -0.225], [3.186, -2.625, -0.077], [3.815, -3.360, -1.073], [3.115, -3.736, -2.212], [1.775, -3.391, -2.354], [1.136, -2.660, -1.365], [-4.808, 1.257, -0.771], [-5.005, 0.013, 0.461], [-3.484, 0.145, -0.412], [-4.610, 2.168, 1.588], [-2.164, 2.454, -0.230], [-2.538, 3.517, 1.140], [-3.622, 3.410, -0.256], [-2.429, 1.764, 2.755], [-4.862, 0.027, 2.686], [-3.942, 0.557, 4.102], [-3.004, -3.350, 3.332], [-1.790, -5.422, 3.797], [0.601, -5.630, 3.143], [1.676, -3.807, 1.904], [1.169, -1.244, 3.947], [2.893, -0.310, 5.454], [4.853, 0.868, 4.514], [5.080, 1.147, 2.067], [3.357, 0.226, 0.552], [3.738, -2.336, 0.809], [4.857, -3.639, -0.955], [3.611, -4.307, -2.987], [1.228, -3.696, -3.237], [0.087, -2.406, -1.467], [0.099, 4.141, -3.664], [-0.495, 3.343, -2.495], [0.739, 2.359, -1.593], [1.673, 1.432, -2.840], [2.761, 0.504, -2.293], [1.822, 3.593, -0.809], [2.776, 3.053, 0.263], [-0.669, 4.809, -4.056], [0.408, 3.489, -4.481], [0.947, 4.760, -3.365], [-1.259, 2.658, -2.842], [-0.949, 4.016, -1.764], [2.101, 2.176, -3.515], [0.919, 0.863, -3.387], [3.566, 1.061, -1.811], [3.203, -0.065, -3.111], [2.352, -0.214, -1.579], [1.142, 4.333, -0.383], [2.384, 4.082, -1.609], [2.267, 2.377, 0.947], [3.189, 3.879, 0.844], [3.615, 2.516, -0.184], [-1.838, -1.690, -7.418], [-2.426, -1.968, -5.654], [-3.325, -2.987, -5.361], [-3.766, -3.215, -4.124], [-3.307, -2.456, -3.133], [-2.391, -1.431, -3.341], [-1.953, -1.174, -4.632], [-1.836, -0.660, -2.201], [-1.685, -1.241, -1.086], [-1.517, 0.554, -2.340], [-3.696, -3.640, -6.144], [-3.686, -2.665, -2.138], [-1.248, -0.375, -4.833], [0.829, 3.328, 4.193], [0.441, 2.627, 2.967], [0.140, 2.084, 2.003], [1.908, 3.259, 4.331], [0.333, 2.881, 5.054], [0.544, 4.377, 4.126]], "atomic_forces_ev_per_a": [[0.34, -0.57, -0.26], [-0.10, 0.03, 0.09], [0.34, -0.15, -0.22], [-0.07, -0.07, 0.13], [-0.11, -0.01, -0.02], [0.14, -0.13, -0.11], [0.04, 0.16, 0.03], [-0.04, -0.10, 0.11], [-0.18, 0.66, -0.56], [-0.06, 0.01, 0.02], [-0.14, 0.02, -0.01], [0.05, -0.04, -0.02], [-0.02, -0.05, 0.06], [-0.03, -0.01, -0.02], [-0.01, 0.12, -0.04], [0.01, 0.16, -0.32], [-0.02, -0.06, 0.17], [0.05, -0.01, -0.03], [-0.08, 0.00, 0.05], [0.01, 0.04, -0.05], [0.00, 0.03, 0.03], [0.00, -0.09, 0.05], [0.18, -0.04, 0.07], [-0.10, 0.00, -0.06], [0.05, 0.04, 0.06], [-0.01, 0.00, 0.00], [0.01, 0.00, 0.00], [0.02, -0.03, 0.00], [0.00, -0.04, 0.07], [0.03, 0.02, -0.04], [-0.05, 0.02, 0.00], [-0.02, 0.04, 0.03], [-0.06, 0.03, -0.04], [0.01, -0.01, -0.02], [0.04, -0.02, 0.00], [0.01, 0.04, 0.04], [-0.04, -0.08, -0.03], [0.03, -0.05, 0.12], [0.06, 0.02, 0.04], [0.01, 0.03, -0.03], [-0.04, 0.03, -0.05], [-0.01, -0.01, 0.00], [0.09, -0.03, 0.00], [0.00, 0.01, -0.09], [-0.03, -0.03, -0.03], [-0.05, -0.02, 0.02], [0.07, -0.08, 0.08], [0.00, -0.03, -0.03], [-0.10, 0.02, -0.02], [-0.02, 0.03, 0.04], [0.01, 0.01, 0.05], [0.04, -0.06, 0.00], [-0.04, 0.03, 0.03], [0.12, 0.12, 0.02], [-0.40, 0.00, 0.16], [0.10, -0.22, 0.19], [-0.01, 0.13, -0.02], [0.15, -0.26, 0.32], [0.03, 0.05, -0.16], [0.04, -0.02, 0.00], [0.01, 0.03, 0.05], [-0.05, -0.03, -0.03], [-0.14, -0.07, -0.03], [-0.01, -0.02, 0.02], [-0.04, -0.01, -0.04], [-0.01, 0.02, -0.10], [-0.06, -0.04, -0.05], [-0.02, 0.00, 0.03], [0.05, 0.04, -0.08], [0.00, 0.06, 0.01], [-0.09, 0.04, -0.03], [0.06, 0.10, -0.06], [0.01, -0.02, -0.03], [-0.06, 0.08, 0.03], [-0.02, -0.01, -0.05], [0.02, -0.07, -0.07], [-0.09, -0.04, 0.27], [0.02, 0.08, -0.07], [-0.01, -0.18, -0.15], [0.10, -0.01, 0.08], [0.07, 0.21, -0.03], [-0.23, 0.22, 0.08], [0.11, 0.14, 0.19], [0.13, -0.29, 0.00], [0.01, 0.06, 0.04], [0.07, -0.01, -0.06], [-0.06, -0.04, 0.03], [-0.03, -0.08, -0.15], [0.09, 0.17, 0.35], [-0.05, 0.19, 0.17], [-0.01, -0.04, -0.05], [-0.02, -0.04, -0.05], [-0.01, -0.02, -0.04]], "e_above_lowest_kcal_mol": 17.8, "total_charge": 2, "energy_ha": -5293.76393}

---

# 4
{"formula": "C16H24F12O16S4V", "method": "the ωB97M-V functional and the def2-TZVPD basis", "symbols": ["O", "V", "C", "F", "F", "F", "S", "O", "O", "O", "C", "F", "F", "F", "S", "O", "O", "O", "C", "F", "F", "F", "S", "O", "O", "O", "C", "F", "F", "F", "S", "O", "O", "O", "C", "C", "C", "O", "C", "H", "H", "H", "H", "H", "H", "H", "H", "C", "C", "C", "O", "C", "H", "H", "H", "H", "H", "H", "H", "H", "C", "C", "C", "O", "C", "H", "H", "H", "H", "H", "H", "H", "H"], "xyz": [[-15.104, 1.657, -22.732], [-16.190, 0.680, -23.274], [-19.685, -1.586, -25.385], [-20.675, -0.762, -25.043], [-20.191, -2.732, -25.846], [-19.016, -1.021, -26.417], [-18.507, -1.904, -23.991], [-19.373, -2.179, -22.880], [-17.737, -3.043, -24.408], [-17.761, -0.641, -23.914], [-16.350, 1.125, -27.866], [-16.846, 1.889, -28.838], [-17.153, 0.081, -27.689], [-15.154, 0.632, -28.228], [-16.168, 2.152, -26.344], [-17.493, 2.687, -26.147], [-15.771, 1.236, -25.269], [-15.129, 3.072, -26.712], [-13.322, -1.899, -21.379], [-13.878, -1.240, -20.387], [-12.303, -1.198, -21.904], [-12.733, -3.013, -20.878], [-14.573, -2.374, -22.649], [-15.065, -1.063, -23.085], [-13.913, -3.124, -23.672], [-15.498, -3.096, -21.847], [-16.478, 0.845, -18.925], [-16.399, 0.257, -17.717], [-17.071, 2.036, -18.829], [-15.215, 1.033, -19.321], [-17.439, -0.254, -20.087], [-17.145, -1.593, -19.745], [-18.799, 0.177, -19.876], [-16.888, 0.222, -21.367], [-12.070, 1.528, -26.386], [-11.620, 0.084, -26.284], [-12.537, -0.441, -25.169], [-12.907, 0.701, -24.372], [-12.362, 1.869, -24.934], [-13.022, 1.559, -26.927], [-11.445, 2.227, -26.946], [-10.556, 0.015, -26.044], [-11.806, -0.551, -27.154], [-11.959, -1.076, -24.502], [-13.412, -1.001, -25.481], [-11.443, 2.145, -24.387], [-13.077, 2.692, -24.870], [-12.880, 5.968, -23.871], [-12.383, 5.811, -22.450], [-12.808, 4.360, -22.136], [-13.989, 4.144, -22.900], [-14.224, 5.221, -23.782], [-12.224, 5.563, -24.644], [-13.047, 7.001, -24.199], [-12.814, 6.535, -21.755], [-11.299, 5.950, -22.377], [-13.005, 4.343, -21.066], [-12.032, 3.696, -22.514], [-14.973, 5.949, -23.450], [-14.434, 4.820, -24.776], [-18.528, 4.257, -21.898], [-19.533, 3.072, -21.795], [-18.989, 2.023, -22.774], [-17.615, 2.424, -22.994], [-17.653, 3.852, -23.062], [-17.931, 4.340, -20.989], [-19.017, 5.220, -22.062], [-20.561, 3.287, -22.084], [-19.464, 2.749, -20.760], [-19.439, 1.995, -23.769], [-19.020, 1.055, -22.281], [-18.147, 4.111, -24.011], [-16.616, 4.164, -23.146]], "atomic_forces_ev_per_a": [[-0.68, -0.84, -0.31], [1.22, 0.75, 1.42], [1.29, 0.26, -0.43], [-0.25, -0.03, -0.01], [-0.41, -0.04, 0.16], [-0.44, -0.09, 0.26], [-0.02, -1.50, 0.69], [-0.35, 0.70, 0.12], [0.18, 0.53, -0.64], [-0.13, 0.55, -0.30], [0.29, -0.56, 0.90], [0.13, -0.01, -0.34], [-0.09, 0.20, -0.08], [0.03, 0.23, -0.35], [-0.87, 0.34, 0.59], [0.07, 0.10, -0.19], [0.02, -0.74, -0.19], [0.26, 0.21, -0.12], [0.69, -0.84, -0.82], [0.04, 0.38, 0.25], [-0.11, 0.55, 0.07], [-0.33, -0.04, 0.16], [-0.81, -0.28, 0.45], [0.06, 0.79, -0.71], [0.76, 0.25, -0.37], [-0.47, -0.34, 0.42], [0.30, -1.03, -0.46], [-0.35, 0.44, 0.23], [0.09, 0.19, 0.37], [-0.08, 0.21, -0.11], [-0.54, 0.93, -0.49], [0.57, -0.67, 0.36], [-0.03, 0.24, -0.01], [-0.07, -0.05, -0.13], [-0.72, 0.07, -0.74], [-0.42, -0.54, -0.30], [1.16, 0.36, 1.11], [-0.20, -0.17, -0.34], [0.19, 0.36, -0.17], [-0.04, -0.04, 0.16], [0.41, -0.11, 0.36], [-0.07, -0.08, 0.24], [0.17, 0.39, -0.27], [-0.11, -0.41, 0.00], [-0.20, 0.21, -0.23], [-0.01, 0.05, -0.09], [-0.07, -0.11, 0.23], [-0.74, 0.82, -0.32], [0.98, -0.16, -0.23], [0.01, 1.56, -0.38], [-0.41, 0.20, 0.45], [1.47, 0.23, -1.01], [0.09, -0.46, 0.34], [0.01, 0.03, 0.29], [-0.34, -0.07, -0.14], [-0.04, -0.15, 0.05], [-0.02, -0.90, 0.01], [-0.02, -0.40, 0.51], [-0.33, -0.41, 0.19], [-0.65, -0.05, 0.17], [-0.10, 0.17, -0.06], [0.43, 0.39, -0.28], [0.43, 0.02, 0.61], [-0.40, -1.08, 0.11], [0.17, -0.43, -1.15], [-0.08, -0.10, 0.06], [0.04, 0.00, -0.10], [0.00, 0.37, 0.28], [-0.41, -0.56, -0.12], [-0.42, 0.08, 0.20], [0.19, -0.17, -0.40], [0.07, 0.04, 0.05], [-0.02, 0.25, 0.50]], "e_above_lowest_kcal_mol": 14.0, "s_squared": 0.778, "total_charge": -2, "energy_ha": -5563.29677, "spin_multiplicity": 2}

---

# 5
{"formula": "C7H15N2", "method": "the ωB97M-V functional and the def2-TZVPD basis", "symbols": ["C", "C", "C", "C", "C", "C", "C", "N", "N", "H", "H", "H", "H", "H", "H", "H", "H", "H", "H", "H", "H", "H", "H", "H"], "xyz": [[-0.901, -0.366, 1.330], [-0.619, -1.092, 2.384], [-1.642, 0.723, 0.757], [-0.829, 1.952, 0.260], [0.061, 1.618, -0.959], [1.093, 0.535, -0.812], [0.761, -0.859, -0.347], [1.960, -1.569, 0.083], [0.011, -1.600, -1.559], [0.247, -1.696, 2.648], [-1.359, -1.088, 3.165], [-2.305, 0.386, -0.164], [-2.530, 0.990, 1.421], [-1.498, 2.701, -0.040], [-0.117, 2.369, 1.029], [-0.621, 1.511, -1.829], [0.665, 2.471, -1.175], [1.838, 0.607, -1.720], [1.705, 0.941, 0.135], [1.843, -2.261, 0.793], [2.768, -1.083, 0.109], [-0.514, -0.755, -2.116], [-0.717, -2.301, -1.142], [0.700, -2.132, -2.253]], "atomic_forces_ev_per_a": [[3.48, -1.78, -1.66], [-0.59, 0.44, -0.17], [-3.30, 0.50, -1.67], [2.26, -1.48, 0.92], [-1.69, -0.26, -0.40], [3.09, 0.93, 1.56], [0.01, 0.37, 1.40], [-5.50, -1.26, -1.45], [-0.85, 0.26, -0.90], [-0.08, 0.01, -0.78], [-0.29, 0.30, 0.55], [1.53, 0.22, 1.39], [1.38, 0.03, -0.16], [-0.96, 1.10, -0.20], [-1.05, -0.48, -0.33], [0.36, -0.23, 0.12], [0.12, 0.89, -0.28], [-1.25, -0.49, 1.51], [-0.86, -0.91, -2.06], [0.01, -0.26, 0.33], [2.92, 1.99, 0.16], [1.36, -2.89, 1.56], [1.61, 1.61, -1.27], [-1.70, 1.38, 1.84]], "e_above_lowest_kcal_mol": 108.8, "total_charge": 1, "energy_ha": -384.82343}